1.
15
Properties=species:S:1:pos:R:3 method="wB97M-V/def2-TZVPD" e_tot_ha=-229.6825 e_above_lowest_kj_mol=332.8 orbital_gap_ev=9.8
C -1.86 1.07 -0.13
C 1.81 -1.05 0.10
C -1.67 -0.39 -0.38
N 2.10 1.27 0.45
N 1.41 0.31 0.33
H -2.89 1.27 0.31
H -1.12 1.20 0.70
H -1.63 1.72 -0.89
H 0.85 -1.63 -0.09
H 2.59 -0.94 -0.62
H 2.22 -1.45 1.02
H -2.13 -0.75 -1.24
H -0.76 -0.71 -0.30
H -2.12 -0.86 0.37
H 3.18 0.94 0.38

=====

2.
15
Properties=species:S:1:pos:R:3 method="wB97M-V/def2-TZVPD" e_tot_ha=-229.7577 smiles="C=C.NCN" e_above_lowest_kj_mol=135.3 orbital_gap_ev=9.8
C 1.42 -0.23 0.10
N 0.54 -0.38 1.22
N 2.72 -0.76 0.40
H -0.35 0.06 1.05
H 3.36 -0.60 -0.36
H 2.68 -1.75 0.60
H 0.40 -1.36 1.45
H 1.50 0.83 -0.16
H 0.96 -0.63 -0.91
C -2.28 0.28 -0.96
C -2.13 1.33 -0.18
H -2.74 1.48 0.71
H -3.00 -0.49 -0.75
H -1.67 0.13 -1.83
H -1.41 2.10 -0.38

=====

3.
15
Properties=species:S:1:pos:R:3 method="wB97M-V/def2-TZVPD" e_tot_ha=-229.7020 smiles="C=CN.CN" e_above_lowest_kj_mol=281.7 orbital_gap_ev=8.6
C 1.04 1.56 -0.07
N 1.87 0.43 0.47
H 0.60 1.15 -1.03
H 0.14 1.65 0.63
H 1.40 2.70 -0.09
H 2.11 0.72 1.43
H 2.60 0.32 -0.22
C -2.28 -0.31 -0.07
C -1.30 -1.18 -0.29
N 0.10 -1.44 -0.26
H -2.30 0.74 -0.09
H -3.16 -0.89 0.28
H -1.63 -2.10 -0.68
H 0.14 -2.44 -0.45
H 0.66 -0.91 0.44

=====

4.
15
Properties=species:S:1:pos:R:3 method="wB97M-V/def2-TZVPD" e_tot_ha=-229.7891 e_above_lowest_kj_mol=52.8 orbital_gap_ev=10.5
C -2.04 0.68 -0.64
C -2.07 -0.72 0.00
H -3.08 1.19 -0.69
H -1.63 0.63 -1.64
H -1.38 1.32 -0.08
H -2.66 -1.28 -0.74
H -1.11 -1.21 -0.04
H -2.53 -0.77 0.99
N 1.79 0.91 -0.41
C 1.61 -0.34 0.09
N 1.23 -0.78 1.22
H 1.75 0.99 -1.41
H 1.42 1.70 0.09
H 2.00 -1.08 -0.61
H 0.87 -0.03 1.83

=====

5.
16
Properties=species:S:1:pos:R:3 method="wB97M-V/def2-TZVPD" e_tot_ha=-304.9554 charge=-1 e_above_lowest_kj_mol=135.5 multiplicity=2 orbital_gap_ev="3.3 / 9.5"
C 0.70 1.78 0.64
O 1.42 0.58 0.24
C -0.25 1.63 1.90
H 1.55 2.38 1.03
H 0.33 2.13 -0.33
H 0.19 0.71 2.28
H -0.04 2.56 2.44
H -1.29 1.41 1.64
N -0.99 -1.07 -1.45
C -0.33 -2.17 -1.92
N 0.41 -2.98 -1.24
H -0.84 -0.80 -0.48
H -1.46 -0.52 -2.15
H -0.74 -2.54 -2.86
H 0.94 -0.27 0.50
H 0.40 -2.83 -0.24

=====

6.
16
Properties=species:S:1:pos:R:3 method="wB97M-V/def2-TZVPD" e_tot_ha=-304.9974 charge=-1 e_above_lowest_kj_mol=25.3 multiplicity=2 orbital_gap_ev="3.6 / 7.0"
O 0.55 0.61 1.40
C 1.11 -0.38 2.03
C 1.04 -0.48 3.55
H 1.72 -1.15 1.51
H 1.39 0.46 3.99
H 1.55 -1.39 3.87
H -0.03 -0.55 3.85
N -0.23 1.03 -3.12
C -1.38 0.54 -2.35
N -1.15 -0.49 -1.36
H 0.41 1.50 -2.49
H 0.24 0.23 -3.53
H -1.76 1.41 -1.81
H -2.17 0.25 -3.04
H -0.91 -1.39 -1.76
H -0.38 -0.20 -0.75

=====

7.
16
Properties=species:S:1:pos:R:3 method="wB97M-V/def2-TZVPD" e_tot_ha=-304.9489 smiles="C=CO.NCN" e_above_lowest_kj_mol=330.2 orbital_gap_ev=9.6
C -3.80 0.95 -2.88
C -2.59 0.81 -2.33
O -2.37 1.04 -1.03
H -3.90 1.43 -3.84
H -4.72 0.76 -2.27
H -1.64 0.54 -2.85
H -3.17 0.85 -0.57
N 1.99 -1.13 2.82
C 1.91 -0.71 1.39
N 3.22 -0.14 0.77
H 2.26 -0.31 3.47
H 2.59 -1.91 3.05
H 0.98 0.04 1.44
H 1.63 -1.44 0.62
H 3.85 0.22 1.49
H 3.76 -1.00 0.72

=====

8.
16
Properties=species:S:1:pos:R:3 method="wB97M-V/def2-TZVPD" e_tot_ha=-305.0026 smiles=NC[C@H](N)CO e_above_lowest_kj_mol=189.2 orbital_gap_ev=9.5
N -1.40 -0.98 -0.27
C -0.35 -0.17 0.29
C -0.33 1.19 -0.38
O -1.70 1.36 -0.64
C 0.97 -1.00 0.06
N 2.23 -0.42 0.55
H -1.55 -0.83 -1.27
H -2.26 -0.75 0.20
H -0.46 -0.23 1.45
H 0.13 1.14 -1.37
H 0.02 2.03 0.35
H -2.00 2.28 -0.60
H 1.07 -1.01 -1.08
H 0.71 -1.98 0.48
H 2.08 0.44 1.12
H 2.83 -1.07 1.10